No. 1
The following is a DFT calculation (ωB97M-V/def2-TZVPD) of a cluster of 2 separate species, C9H14NO in total at a distorted geometry.

Last column: Löwdin charge in e.
CARTESIAN COORDINATES (ANGSTROEM)
C 0.50475 0.14940 -1.57697  -0.044
C -0.09193 1.42147 -1.49986  -0.036
C -1.42736 1.76131 -1.57239  -0.009
C -2.53170 0.90269 -1.48969  -0.013
C -2.55194 -0.48932 -1.49764  -0.016
C -1.47606 -1.38355 -1.55573  -0.008
C -0.12600 -1.09214 -1.49662  -0.027
H 1.58685 0.12516 -1.80300  0.137
H 0.59687 2.27026 -1.37832  0.131
H -1.64725 2.83255 -1.58033  0.131
H -3.50645 1.39884 -1.50672  0.128
H -3.54356 -0.95125 -1.51241  0.128
H -1.73756 -2.44759 -1.58019  0.132
H 0.54259 -1.95077 -1.38031  0.132
O 2.59395 -0.57246 2.92862  -0.073
C 1.23371 -0.88672 2.64171  -0.243
C 0.77625 0.28470 1.78270  -0.245
N 1.54294 0.32849 0.57019  -0.003
H 2.93683 -1.20892 3.56887  0.098
H 1.20213 -1.81953 2.04164  0.123
H 0.62243 -0.92030 3.55921  0.129
H -0.28444 0.14702 1.51950  0.110
H 0.85893 1.26257 2.30809  0.136
H 2.25789 -0.38823 0.42348  0.114
H 1.66815 1.22632 0.08619  0.088

Forces on atoms 1 to 6 (eV/Å):
0.7 0.2 0.3
-0.1 0.5 -0.6
0.4 0.0 0.8
-0.5 -0.6 -0.6
-0.5 0.7 -0.4
0.4 -0.1 0.6

Computed properties:
Largest force on an atom, eV/A: 1.550
Frontier orbital gap, eV: 7.207
Energy relative to the best compared isomer or geometry (same formula, charge and spin), kcal per mole: 46.06
Charge: +1
DFT total energy, eV: -13088.71003
LUMO energy, eV: -5.05


No. 2
The following is a DFT calculation (ωB97M-V/def2-TZVPD) of a cluster of 2 separate species, C9H14NPS in total.

Last column: Löwdin charge in e.
CARTESIAN COORDINATES (ANGSTROEM)
C -2.95962 -0.95251 1.04188  -0.362
P -1.32693 -0.07555 1.00452  0.615
S -2.05901 1.75800 0.26587  0.414
C -0.65922 -0.87967 -0.50939  -0.478
C 0.40644 -1.75241 -0.32137  -0.132
C 0.95701 -2.42064 -1.39875  -0.094
C 0.45596 -2.20855 -2.67330  -0.093
C -0.59506 -1.32660 -2.86659  -0.088
C -1.15476 -0.66457 -1.78914  -0.127
H -3.47859 -0.85684 0.08914  0.026
H -2.78193 -2.00334 1.26298  0.034
H -3.56587 -0.51939 1.83539  0.023
H -0.87337 2.32678 0.38888  -0.251
H 0.79428 -1.89566 0.67741  0.093
H 1.77983 -3.10452 -1.24539  0.101
H 0.89125 -2.73042 -3.51362  0.100
H -0.97809 -1.15188 -3.86059  0.101
H -1.97143 0.02911 -1.93931  0.074
C 1.88316 1.77166 -0.23380  -0.054
N 1.29414 1.84943 0.86656  -0.132
C 1.81262 2.67705 1.90979  -0.141
H 2.81084 2.30464 -0.47506  0.079
H 1.46948 1.13672 -1.00410  0.060
H 2.11842 2.03186 2.73407  0.082
H 2.66277 3.29611 1.59324  0.074
H 1.00667 3.31403 2.27479  0.077

Forces on atoms 1 to 6 (eV/Å):
0.2 0.3 0.0
-0.1 -0.4 0.2
-0.7 0.0 -0.1
0.0 0.2 0.2
-0.2 0.1 0.0
0.1 -0.2 -0.1

Computed properties:
Largest force on an atom, eV/A: 0.695
Frontier orbital gap, eV: 9.072
Energy relative to the best compared isomer or geometry (same formula, charge and spin), kcal per mole: 9.27
DFT total energy, eV: -31173.76735
LUMO energy, eV: 0.85


No. 3
The following is a DFT calculation (ωB97M-V/def2-TZVPD) of a cluster of 2 separate species, C9H14O in total at a distorted geometry.

Last column: Löwdin charge in e.
CARTESIAN COORDINATES (ANGSTROEM)
C -2.02386 0.82876 -2.60150  -0.146
C -0.94834 0.10511 -3.50860  -0.142
H -2.89765 0.89719 -3.11114  0.013
H -2.05212 0.35724 -1.68948  0.003
H -1.64029 1.83118 -2.27713  0.078
H -1.42071 -0.70367 -4.03549  0.041
H -0.64422 0.73833 -4.30187  0.036
H -0.24506 -0.35847 -2.80628  0.054
C 1.14148 2.06809 2.44978  -0.098
C -0.13572 -0.77049 0.20806  -0.100
C 0.17649 0.53017 0.72614  -0.116
C 0.34202 -1.91353 0.91306  -0.430
C 0.98748 0.68723 1.88147  -0.357
C 1.17707 -1.69055 2.04159  -0.124
C 1.48633 -0.41693 2.51654  -0.168
O -0.19749 -3.08186 0.56897  -0.006
H -0.56255 -0.80032 -0.76715  0.034
H -0.30710 1.24998 0.10289  0.054
H 0.34773 -3.57711 -0.00504  0.058
H 1.52401 -2.59736 2.54877  0.073
H 0.14411 2.45121 2.71860  0.075
H 1.64307 2.79194 1.89773  0.027
H 2.29585 -0.49690 3.22158  0.076
H 1.80948 1.87073 3.30852  0.064

Forces on atoms 1 to 6 (eV/Å):
4.4 1.3 -0.8
-1.7 -0.2 1.8
-2.9 0.3 -1.1
-0.8 -1.6 2.0
-0.4 -0.5 -0.7
-0.4 -0.7 -0.1

Computed properties:
Largest force on an atom, eV/A: 4.697
Spin multiplicity: 2
Frontier orbital gap (alpha / beta), eV: 2.638 / 7.327
Energy relative to the best compared isomer or geometry (same formula, charge and spin), kcal per mole: 37.73
Charge: -1
DFT total energy, eV: -11604.68227
LUMO energy (alpha / beta), eV: 3.72 / 3.58


No. 4
The following is a DFT calculation (ωB97M-V/def2-TZVPD) of a cluster of 2 separate species, C9H14O in total at a distorted geometry.

Last column: Löwdin charge in e.
CARTESIAN COORDINATES (ANGSTROEM)
C 1.65528 0.63857 -3.12336  -0.043
C 0.75083 -0.14040 -2.07923  -0.256
C 1.07403 -1.47387 -1.81177  -0.052
C 0.22267 -2.20679 -0.94548  -0.015
C -0.97262 -1.63994 -0.51812  -0.392
O -1.91070 -2.28706 0.20706  0.012
C -1.26692 -0.31709 -0.93603  -0.050
C -0.46035 0.49694 -1.71673  -0.052
H 2.05841 1.53593 -2.63851  0.073
H 0.93576 1.13835 -3.76624  0.062
H 2.31491 -0.05609 -3.60595  0.059
H 1.97679 -1.82993 -2.28333  0.101
H 0.49373 -3.29232 -0.63335  0.143
H -2.06832 -1.56612 0.91116  0.138
H -2.39811 0.02441 -0.60920  0.166
H -0.78622 1.47813 -1.91401  0.097
C -0.57410 1.47701 2.60987  -0.192
C 0.27097 0.85411 3.75320  -0.170
H 0.04078 1.77554 1.65834  0.089
H -1.48047 0.83313 2.37988  0.060
H -0.99508 2.45242 2.89490  0.048
H 0.75573 1.72508 4.22318  0.069
H 0.78252 -0.03364 3.45809  0.046
H -0.41951 0.41363 4.48561  0.058

Forces on atoms 1 to 6 (eV/Å):
-2.3 0.3 2.1
1.0 1.4 -2.5
-1.5 1.2 1.1
0.8 -2.0 0.1
1.4 1.5 -2.0
-0.3 1.5 2.6

Computed properties:
Largest force on an atom, eV/A: 3.888
Frontier orbital gap, eV: 9.295
Energy relative to the best compared isomer or geometry (same formula, charge and spin), kcal per mole: 41.84
DFT total energy, eV: -11605.82250
LUMO energy, eV: 0.79


No. 5
The following is a DFT calculation (ωB97M-V/def2-TZVPD) of a cluster of 2 separate species, C9H14O in total at a distorted geometry.

Last column: Löwdin charge in e.
CARTESIAN COORDINATES (ANGSTROEM)
C -0.18164 -1.66371 -2.16429  -0.055
C -0.71951 -0.79731 -1.05335  -0.312
C -0.85039 -1.26967 0.24363  -0.067
C -1.60648 -0.55075 1.16716  -0.024
C -2.08870 0.70913 0.86722  -0.329
O -2.74479 1.48140 1.80631  0.027
C -1.90594 1.20829 -0.42020  -0.016
C -1.15865 0.51272 -1.34604  -0.049
H 0.87635 -1.93049 -2.04410  0.081
H -0.12370 -1.08370 -3.09374  0.071
H -0.85624 -2.50221 -2.32138  0.082
H -0.40964 -2.23445 0.43579  0.116
H -1.90314 -1.04323 2.06895  0.109
H -3.45351 0.94686 2.19494  0.109
H -2.37963 2.15390 -0.66709  0.118
H -0.69337 0.90040 -2.24847  0.113
C 3.26764 0.77961 0.75123  -0.166
C 1.76316 0.54220 0.92445  -0.165
H 3.82628 1.01603 1.65999  0.061
H 3.70707 -0.16550 0.43211  0.057
H 3.43765 1.48605 -0.05506  0.059
H 1.55753 -0.31909 1.55444  0.064
H 1.26198 1.39381 1.38724  0.070
H 1.37768 0.42970 -0.07971  0.047

Forces on atoms 1 to 6 (eV/Å):
0.8 1.0 -0.3
0.1 0.7 0.0
-0.9 0.1 -0.9
0.4 -0.4 -0.1
-0.2 -0.3 -0.5
-0.5 -0.3 -0.2

Computed properties:
Largest force on an atom, eV/A: 1.693
Frontier orbital gap, eV: 9.432
Energy relative to the best compared isomer or geometry (same formula, charge and spin), kcal per mole: 17.32
DFT total energy, eV: -11606.88558
LUMO energy, eV: 0.86


No. 6
The following is a DFT calculation (ωB97M-V/def2-TZVPD) of a cluster of 2 separate species, C9H14O in total at a distorted geometry.

Last column: Löwdin charge in e.
CARTESIAN COORDINATES (ANGSTROEM)
C -0.76956 -0.18967 1.56663  -0.058
C 0.09966 0.42470 0.50738  -0.280
C 0.93407 1.48945 0.83701  -0.046
C 1.85214 1.97961 -0.08097  -0.022
C 1.83365 1.48015 -1.38367  -0.332
O 2.65408 2.04488 -2.33219  0.030
C 1.04883 0.39671 -1.70871  -0.013
C 0.15680 -0.10866 -0.76832  -0.035
H -1.77713 -0.35907 1.21480  0.036
H -0.93966 0.51702 2.37624  0.081
H -0.44611 -1.14713 1.97859  0.091
H 0.84762 2.02478 1.76872  0.108
H 2.58735 2.71895 0.21956  0.114
H 2.72318 2.99921 -2.18777  0.107
H 1.07024 0.12138 -2.74712  0.115
H -0.59974 -0.82189 -1.06549  0.114
C -2.74339 -3.69118 1.16027  -0.160
C -3.45679 -2.37602 1.40951  -0.173
H -3.38792 -4.54777 1.37532  0.058
H -2.42309 -3.83578 0.12988  0.062
H -1.97971 -3.81384 1.93408  0.066
H -2.78545 -1.51884 1.40814  0.003
H -3.90912 -2.42583 2.39874  0.067
H -4.26265 -2.00508 0.77174  0.069

Forces on atoms 1 to 6 (eV/Å):
-0.8 0.6 0.1
0.2 -0.3 0.8
0.3 0.2 -0.6
-0.4 -0.2 -0.1
0.9 0.5 0.8
-0.1 -0.1 -0.4

Computed properties:
Largest force on an atom, eV/A: 1.330
Frontier orbital gap, eV: 9.409
Energy relative to the best compared isomer or geometry (same formula, charge and spin), kcal per mole: 16.88
DFT total energy, eV: -11606.90485
LUMO energy, eV: 0.91


No. 7
The following is a DFT calculation (ωB97M-V/def2-TZVPD) of a cluster of 2 separate species, C9H14O in total at a distorted geometry.

Last column: Löwdin charge in e.
CARTESIAN COORDINATES (ANGSTROEM)
C 3.21496 -0.94800 -0.35989  -0.070
C 1.84846 -1.25020 0.15372  -0.329
C 1.69458 -1.61146 1.45198  -0.085
C 0.49073 -1.62161 2.14540  0.007
C -0.70444 -1.30553 1.39107  -0.335
O -1.98377 -1.34772 1.70177  0.059
C -0.50081 -1.00822 0.02261  -0.069
C 0.70371 -1.01776 -0.61423  -0.053
H 3.25536 -0.42723 -1.42129  0.115
H 3.66733 -2.01873 -0.39477  0.109
H 3.95187 -0.39532 0.14082  0.041
H 2.63047 -1.94726 1.80598  0.102
H 0.28038 -2.26379 3.01615  0.111
H -2.19384 -1.89453 2.49367  0.138
H -1.41233 -1.11712 -0.64531  0.137
H 0.73205 -0.58244 -1.62783  0.122
C -1.40449 2.20575 -0.90274  -0.208
C -2.54984 3.06358 -1.35408  -0.185
H -0.97318 2.38500 0.06496  0.055
H -1.67962 1.14431 -0.74814  0.037
H -0.56171 2.14640 -1.64818  0.079
H -3.28605 2.41769 -1.65490  0.003
H -3.04651 3.79903 -0.60187  0.094
H -2.17331 3.59515 -2.41491  0.124

Forces on atoms 1 to 6 (eV/Å):
0.7 -2.6 -3.6
-0.6 2.5 -1.4
-0.3 -0.4 0.6
-2.9 -1.1 -0.9
3.9 -0.1 -1.9
-1.9 -0.9 2.1

Computed properties:
Largest force on an atom, eV/A: 4.503
Frontier orbital gap, eV: 8.914
Energy relative to the best compared isomer or geometry (same formula, charge and spin), kcal per mole: 58.11
DFT total energy, eV: -11605.11699
LUMO energy, eV: 0.71


No. 8
The following is a DFT calculation (ωB97M-V/def2-TZVPD) of a cluster of 2 separate species, C9H14O in total at a distorted geometry.

Last column: Löwdin charge in e.
CARTESIAN COORDINATES (ANGSTROEM)
C -1.25312 -1.71726 0.93112  -0.071
C -1.07881 -1.13321 -0.43214  -0.289
C 0.13616 -0.42052 -0.66196  -0.033
C 0.27412 0.24250 -1.85394  -0.027
C -0.78595 0.40475 -2.74567  -0.338
O -0.60224 1.18460 -3.85518  0.038
C -1.95633 -0.28842 -2.53574  -0.014
C -2.07985 -1.08221 -1.37049  -0.048
H -0.39180 -2.24752 1.31679  0.071
H -2.00301 -2.49872 1.03673  0.073
H -1.41680 -0.88724 1.65145  0.087
H 0.97845 -0.33523 0.06122  0.106
H 1.16430 0.80244 -2.19481  0.128
H -1.41809 1.64055 -4.07753  0.105
H -2.80876 -0.33260 -3.17251  0.102
H -2.87171 -1.81000 -1.25606  0.110
C 1.33219 1.04634 2.73419  -0.166
C 2.67806 1.01787 2.03686  -0.175
H 0.97718 2.07539 2.95573  0.078
H 0.50234 0.59120 2.23535  0.025
H 1.43316 0.60720 3.70179  0.052
H 3.31640 0.10139 2.26349  0.090
H 3.24600 1.91919 2.27358  0.058
H 2.62811 1.11950 0.95775  0.040

Forces on atoms 1 to 6 (eV/Å):
0.0 -0.2 0.9
1.5 0.8 0.8
-0.2 -0.2 -0.1
0.6 1.5 -1.0
-0.7 -0.6 -0.1
0.4 0.3 -0.1

Computed properties:
Largest force on an atom, eV/A: 1.943
Frontier orbital gap, eV: 9.351
Energy relative to the best compared isomer or geometry (same formula, charge and spin), kcal per mole: 17.19
DFT total energy, eV: -11606.89111
LUMO energy, eV: 0.90


No. 9
The following is a DFT calculation (ωB97M-V/def2-TZVPD) of a cluster of 2 separate species, C9H14O in total at a distorted geometry.

Last column: Löwdin charge in e.
CARTESIAN COORDINATES (ANGSTROEM)
C 1.07899 -3.15293 -0.92745  -0.056
C 0.13538 -2.15588 -0.25195  -0.275
C 0.03252 -2.10642 1.08433  -0.076
C -0.84316 -1.21853 1.79443  0.001
C -1.46737 -0.20890 1.03387  -0.400
O -2.17463 0.73068 1.57972  0.062
C -1.34337 -0.25535 -0.36491  -0.074
C -0.53392 -1.09435 -0.99900  -0.041
H 0.66583 -4.09265 -0.61368  0.066
H 2.23870 -3.19775 -0.78169  0.114
H 1.00531 -2.90319 -1.94550  0.035
H 0.38571 -2.79791 1.82932  0.105
H -1.04334 -1.27460 2.87772  0.112
H -2.48096 0.51485 2.50987  0.154
H -1.77425 0.62643 -0.88563  0.133
H -0.37808 -1.23158 -2.08633  0.121
C 0.91782 3.78772 -0.47786  -0.151
C 0.79655 2.23508 -0.46933  -0.171
H 2.00335 4.16244 -0.40611  0.083
H 0.52164 4.08036 -1.46975  0.061
H 0.30512 4.06187 0.38331  0.053
H 1.60476 1.65808 -0.08419  0.058
H 0.45565 1.88419 -1.42268  0.044
H -0.10825 1.94835 0.09348  0.041

Forces on atoms 1 to 6 (eV/Å):
1.0 0.7 1.1
1.5 1.8 -1.4
-2.3 0.4 3.7
-0.1 0.9 -1.9
2.0 -3.8 0.2
-2.6 2.2 2.4

Computed properties:
Largest force on an atom, eV/A: 4.902
Frontier orbital gap, eV: 8.924
Energy relative to the best compared isomer or geometry (same formula, charge and spin), kcal per mole: 41.02
DFT total energy, eV: -11605.85786
LUMO energy, eV: 0.72


No. 10
The following is a DFT calculation (ωB97M-V/def2-TZVPD) of a cluster of 2 separate species, C9H14O in total at a distorted geometry.

Last column: Löwdin charge in e.
CARTESIAN COORDINATES (ANGSTROEM)
C 0.68790 1.32710 1.96052  -0.094
C 0.46208 0.23506 1.03280  -0.375
C 1.47938 -0.68006 0.76800  -0.028
C 1.17128 -1.84704 -0.00509  0.017
C -0.20930 -2.12138 -0.20683  -0.317
O -0.65795 -3.38223 -0.54668  0.082
C -1.24806 -1.32055 0.16462  -0.014
C -0.83666 -0.10787 0.73209  -0.066
H 1.08003 0.86364 2.83559  0.064
H -0.28832 1.83019 2.30992  0.109
H 1.52301 2.06704 1.63641  0.114
H 2.51826 -0.62332 1.04281  0.107
H 1.98019 -2.55471 -0.20591  0.111
H -0.38797 -3.61172 -1.30861  -0.015
H -2.35315 -1.62819 0.03213  0.154
H -1.52480 0.79941 0.83843  0.131
C -0.05850 3.01593 -0.99617  -0.218
C -0.71314 3.29233 -2.28339  -0.200
H 0.95940 3.62988 -1.11406  0.102
H -0.59093 3.42030 -0.11847  0.075
H 0.59859 2.16396 -0.77969  0.048
H -1.68289 2.80559 -2.15468  0.065
H -0.35781 2.74802 -3.14177  0.059
H -0.61982 4.38656 -2.49798  0.087

Forces on atoms 1 to 6 (eV/Å):
0.4 3.1 0.6
0.3 -1.7 0.1
-0.6 -2.0 -2.3
-0.9 1.4 1.5
0.6 -1.7 0.3
-2.6 2.0 7.8

Computed properties:
Largest force on an atom, eV/A: 9.715
Frontier orbital gap, eV: 9.496
Energy relative to the best compared isomer or geometry (same formula, charge and spin), kcal per mole: 64.55
DFT total energy, eV: -11604.83744
LUMO energy, eV: 0.92